Computed, not measured: 2 unconnected molecules or ions with the total composition C3H6N2O at a distorted geometry, with ωB97M-V/def2-TZVPD.

For the HOMO-LUMO gap, the calculation gives 9.9 eV. As for the relative energy (zero: lowest compared OMol25 entry of this formula, charge and spin): 2.6837 eV. The maximum force is 2.9 eV/Å. Its highest occupied orbital energy is -9.124 eV. The calculation puts the LUMO energy at 0.7920 eV.

```
12
Properties=species:S:1:pos:R:3:forces:R:3:nbo_charge:R:1
O 2.194 -0.022 2.161 -0.1 -0.2 0.0 -0.505
N -0.879 -0.469 -0.894 2.1 2.0 -0.8 -0.635
H -0.766 -1.066 -1.712 0.1 0.5 0.2 0.373
H -0.594 -2.273 0.097 -0.2 -0.1 0.0 0.157
H -0.054 0.930 -2.161 0.0 0.5 -0.6 0.197
N -0.765 -0.757 1.442 -0.9 -0.5 -0.2 -0.694
H -0.673 1.729 -0.723 0.1 -0.1 0.0 0.204
C -0.030 0.928 -1.088 -1.8 -1.4 -0.5 -0.417
C 1.407 0.387 1.465 0.9 0.4 0.5 0.485
H -0.992 0.237 1.426 0.2 0.0 0.0 0.332
C -0.772 -1.209 0.251 0.5 0.2 0.9 0.283
H 1.021 1.148 -0.795 -0.9 -1.2 0.3 0.221
```
Forces are in eV/Å.